(1)
{"formula": "C30H45O16P3", "method": "the ωB97M-V functional and the def2-TZVPD basis", "symbols": ["C", "O", "C", "C", "C", "C", "C", "C", "P", "C", "C", "C", "O", "C", "O", "C", "O", "C", "C", "C", "C", "C", "C", "C", "C", "C", "O", "O", "C", "C", "O", "C", "O", "H", "H", "H", "H", "H", "H", "H", "H", "H", "H", "H", "H", "H", "H", "H", "H", "H", "H", "H", "H", "H", "H", "H", "H", "H", "H", "H", "C", "O", "P", "O", "O", "C", "O", "C", "H", "H", "H", "H", "H", "H", "H", "H", "H", "C", "O", "P", "O", "O", "C", "O", "C", "H", "H", "H", "H", "H", "H", "H", "H", "H"], "coordinates": [[-4.4517, -2.9704, 4.5775], [-5.7318, -2.4473, 4.0526], [-5.5401, -1.8420, 2.7001], [-6.0703, -2.8300, 1.5000], [-6.1523, -2.0069, 0.0463], [-4.7596, -2.3824, -0.7899], [-3.4717, -1.7349, -0.0096], [-2.4357, -2.5355, 0.7595], [-2.5801, -4.4384, 0.7970], [-1.1483, -5.2831, 1.7323], [-2.4673, -5.1441, -1.0152], [-1.2640, -1.6344, 1.4998], [-0.5264, -2.0801, 2.5550], [-0.9144, -0.0625, 1.0478], [0.3673, 0.5912, 1.4035], [0.2527, 1.2340, 2.7220], [1.3557, 1.8543, 3.1949], [-1.0669, 1.2378, 3.6966], [-2.2989, 2.3551, 3.5235], [-3.6184, 2.3914, 4.5441], [-3.8101, 1.3018, 5.7808], [-2.5908, 0.1847, 5.9469], [-1.2628, 0.1621, 4.9473], [-1.9240, 0.7330, 0.2866], [-1.6151, 2.2906, -0.1212], [-0.6568, 2.4254, -1.4648], [-0.9024, 3.4414, -2.3049], [0.3638, 1.3762, -1.6506], [1.7314, 1.9002, -1.4441], [2.9361, 0.9248, -0.8592], [2.0838, 3.1584, -1.7476], [-3.3339, -0.0701, -0.0961], [-4.3428, 0.7249, -0.5192], [-3.5728, -2.1963, 4.5775], [-4.1635, -3.9978, 4.0681], [-4.6583, -3.2399, 5.7214], [-6.0959, -0.8049, 2.6923], [-4.3726, -1.6075, 2.6329], [-5.3325, -3.7263, 1.3366], [-7.1483, -3.2650, 1.7046], [-7.1107, -2.2744, -0.5748], [-6.2276, -0.8716, 0.3232], [-4.7540, -3.5485, -0.8840], [-4.7744, -1.9618, -1.9016], [-1.5760, -5.8515, 2.6897], [-0.7414, -6.1556, 1.0266], [-0.2251, -4.6041, 1.9664], [-1.4096, -5.6259, -1.2359], [-3.3490, -5.9417, -1.0872], [-2.7404, -4.2757, -1.7624], [-2.2617, 3.1742, 2.6876], [-4.4685, 3.1873, 4.4091], [-4.7201, 1.2951, 6.5302], [-2.7423, -0.5989, 6.8291], [-0.4585, -0.6788, 5.1980], [-1.1439, 2.8236, 0.8370], [-2.6765, 2.8029, -0.2997], [2.6383, 0.3522, 0.1245], [3.1952, 0.0871, -1.6675], [3.8774, 1.5869, -0.5961], [10.2677, 1.4877, 1.9323], [9.3939, 1.9039, 0.9000], [7.6666, 1.8389, 0.9746], [7.6824, 1.5641, 2.4827], [7.6556, 0.4256, 0.1329], [8.3825, -0.6943, 0.5897], [5.9395, 1.7739, 1.0493], [5.3401, 2.9913, 1.4505], [10.9730, 2.3005, 2.1264], [9.7903, 1.2218, 2.8749], [10.8408, 0.6258, 1.5796], [8.4714, -0.7149, 1.6796], [9.3766, -0.6850, 0.1336], [7.8693, -1.6045, 0.2683], [5.6878, 3.8064, 0.8149], [5.5838, 3.2075, 2.4950], [4.2580, 2.8978, 1.3519], [0.3777, 4.2771, -7.1315], [1.3204, 3.2219, -7.1110], [0.9263, 1.5399, -7.0180], [-0.5536, 1.8090, -7.3142], [1.1966, 1.5377, -5.3954], [0.5073, 2.4290, -4.5458], [0.5322, -0.1420, -6.9250], [0.4902, -0.7880, -8.1833], [0.6111, 4.9224, -7.9829], [-0.6659, 3.9749, -7.2121], [0.4966, 4.8704, -6.2207], [-0.4854, 2.6826, -4.9282], [1.1037, 3.3375, -4.4222], [0.3901, 1.9629, -3.5640], [1.4237, -0.6198, -8.7212], [-0.3500, -0.4116, -8.7747], [0.3581, -1.8586, -8.0228]], "atomic_forces_ev_per_a": [[-0.392, -0.968, 1.391], [2.146, 0.283, -1.222], [0.510, 0.015, 0.280], [-0.250, 0.228, -0.815], [0.596, 0.003, 0.849], [-0.506, 0.923, -0.018], [2.365, -1.136, 1.421], [-1.095, 4.067, -2.325], [-0.146, -0.229, 0.120], [1.280, -1.252, -0.091], [-0.246, 0.216, -0.554], [3.421, -1.094, 4.542], [-4.660, 2.411, -6.645], [-3.407, 1.507, -2.529], [-3.716, -0.277, 2.909], [5.594, 2.941, 3.118], [-7.200, -4.149, -3.540], [-4.138, -0.108, 2.391], [-0.436, -2.438, 2.886], [2.484, -2.985, 0.926], [4.479, -0.265, -3.147], [-0.390, 2.928, -2.568], [-2.425, 1.940, -0.163], [2.647, -3.027, 1.881], [-1.002, -0.947, 0.506], [-2.086, 5.125, -3.216], [2.035, -7.125, 5.605], [0.793, 3.104, 1.632], [3.183, 5.796, -1.091], [-0.588, -0.690, -0.076], [-3.007, -8.042, 1.963], [-3.251, 3.549, -1.569], [6.026, -5.153, 2.481], [-1.684, -1.341, -0.359], [-0.397, 2.194, 0.713], [0.350, 0.639, -2.480], [0.864, -2.133, -0.033], [-2.556, -0.477, -0.306], [-1.430, 1.649, 0.603], [2.272, 0.991, 0.017], [2.009, 0.293, 1.174], [0.334, -2.070, -0.891], [0.427, 2.261, 0.427], [0.038, -0.675, 2.449], [0.977, 1.643, -2.016], [-0.933, 1.896, 1.397], [-1.941, -1.231, -0.199], [-2.309, 1.067, 0.313], [2.119, 1.614, 0.177], [0.805, -1.811, 1.367], [-0.011, -1.807, 1.833], [2.037, -1.640, 0.070], [2.065, 0.113, -1.871], [0.731, 1.779, -2.247], [-1.860, 2.153, -0.890], [-0.614, -1.187, -2.401], [2.572, -1.081, -0.033], [0.214, 1.263, -2.028], [-0.562, 2.018, 1.663], [-2.187, -1.276, -0.945], [0.520, 0.705, 0.938], [-1.308, 1.189, -2.622], [1.157, -7.519, 6.526], [0.232, 1.417, -0.510], [-1.383, 1.465, -0.783], [0.847, -0.157, 0.013], [1.026, 1.758, -3.235], [-0.348, 0.614, 0.421], [-0.014, -0.079, 0.014], [-0.223, 0.155, -0.317], [-0.156, 0.033, -0.336], [-0.060, 0.168, -0.090], [-0.010, -0.098, 0.164], [-0.148, 0.310, -0.105], [-0.299, 0.153, 0.066], [0.013, -0.030, -0.101], [0.079, -0.061, -0.037], [-0.511, 0.596, -1.011], [2.563, -1.775, -0.132], [-8.345, 2.927, 4.816], [0.948, -0.012, -1.220], [1.134, -1.846, -1.423], [-0.002, 0.974, 0.202], [3.707, 0.220, -0.614], [-0.206, -0.254, -0.525], [-0.040, 0.004, 0.053], [0.311, -0.280, -0.007], [0.293, -0.232, 0.107], [0.142, -0.092, -0.126], [-0.234, -0.012, 0.094], [0.285, -0.051, -0.999], [-0.062, -0.292, -0.182], [0.082, 0.022, 0.032], [0.063, 0.087, 0.095]], "homo_ev": -8.63, "smiles": "COCCCCC1=C(P(C)C)C(=O)C(OC(=O)c2ccccc2)=C(CC(=O)OC(C)=O)C1=O.COP(=O)(OC)OC.COP(=O)(OC)OC", "max_force_ev_per_a": 10.1, "orbital_gap_ev": 5.79}


(2)
{"formula": "C42H41NO4P2Pd", "method": "the ωB97M-V functional and the def2-TZVPD basis", "symbols": ["Pd", "C", "C", "C", "C", "C", "C", "C", "C", "C", "H", "H", "H", "H", "H", "H", "H", "H", "H", "H", "H", "H", "H", "H", "H", "P", "P", "C", "C", "C", "C", "C", "C", "C", "C", "C", "C", "C", "C", "C", "C", "C", "C", "C", "C", "C", "C", "C", "C", "C", "C", "C", "C", "H", "H", "H", "H", "H", "H", "H", "H", "H", "H", "H", "H", "H", "H", "H", "H", "H", "H", "H", "H", "H", "H", "O", "C", "O", "C", "C", "C", "C", "C", "C", "N", "O", "O", "H", "H", "H", "H"], "coordinates": [[-0.5492, 1.1689, -1.3382], [-2.1153, 1.0881, -3.2653], [-1.8878, -0.3500, -3.0661], [-1.1727, -1.0995, -4.1932], [0.1157, -0.4116, -4.5736], [0.8428, 0.2677, -3.4480], [0.4737, 1.5055, -2.9712], [-0.2238, 2.5054, -3.8254], [-1.5799, 2.0059, -4.2934], [2.1445, 0.5237, 1.4177], [-3.0784, 1.4435, -2.9109], [-2.9135, -0.8404, -2.9693], [-1.7875, -1.1189, -5.1169], [-0.9511, -2.1313, -3.9108], [0.8209, -1.1164, -5.0593], [-0.1087, 0.3348, -5.3594], [1.7955, -0.1886, -3.1729], [1.0923, 1.9544, -2.1912], [0.3967, 2.7164, -4.6931], [-0.3039, 3.4367, -3.2640], [-2.2731, 2.8511, -4.3093], [-1.5490, 1.6261, -5.2923], [1.1654, 1.0756, 1.2701], [2.9613, 1.1922, 1.6932], [2.0200, -0.2476, 2.1673], [-1.5004, -0.9410, -1.1585], [2.4903, -0.0757, -0.2494], [0.1671, -1.6776, -1.3856], [1.4412, -1.2670, -1.0456], [-2.3820, -2.2723, -0.2398], [-2.4662, -3.4684, -0.9397], [-3.3061, -4.4662, -0.4863], [-3.9111, -4.3240, 0.7745], [-3.6691, -3.1958, 1.5807], [-2.8876, -2.1502, 1.0651], [-2.7656, 0.3738, -0.4553], [-2.3357, 1.7188, -0.2978], [-3.1870, 2.8040, -0.5956], [-4.4981, 2.5211, -0.9671], [-4.9801, 1.1912, -1.0684], [-4.1021, 0.1234, -0.7776], [3.8805, -1.1200, 0.2654], [3.5458, -2.2519, 1.0254], [4.5608, -3.1145, 1.3903], [5.8754, -2.8020, 1.0673], [6.2053, -1.6160, 0.4170], [5.1967, -0.7221, 0.0500], [2.9850, 1.5613, -0.8627], [2.3826, 2.7410, -0.3989], [2.7163, 3.9664, -0.9194], [3.8378, 4.1220, -1.7104], [4.5358, 2.9880, -2.0805], [4.0612, 1.6697, -1.7496], [0.0981, -2.6536, -1.9058], [2.1899, -1.9480, -1.5386], [-1.8737, -3.5503, -1.8443], [-3.4674, -5.3215, -1.1255], [-4.5403, -5.1386, 1.1296], [-4.0995, -3.1322, 2.5833], [-2.7107, -1.2781, 1.6762], [-1.4536, 2.0415, 0.2536], [-2.7933, 3.8329, -0.4846], [-5.1614, 3.3583, -1.2439], [-6.0096, 0.9972, -1.3718], [-4.4851, -0.8877, -0.7914], [2.4849, -2.4151, 1.3047], [4.2833, -4.0208, 1.8999], [6.6563, -3.4972, 1.3359], [7.2256, -1.3690, 0.1651], [5.4501, 0.2469, -0.4042], [1.5044, 2.6695, 0.2664], [2.1055, 4.8409, -0.7654], [4.1831, 5.1023, -2.0392], [5.4401, 3.0967, -2.6611], [4.4905, 0.7946, -2.2207], [-0.2343, -1.4195, 2.2523], [-0.6667, -0.3209, 2.7341], [-0.8636, 0.7696, 2.0936], [-0.9300, -0.2446, 4.2623], [-1.4570, 0.9456, 4.7999], [-1.5180, 1.1457, 6.1734], [-1.0834, 0.1471, 7.0641], [-0.5876, -1.0744, 6.5342], [-0.5086, -1.2747, 5.1431], [-0.9811, 0.3759, 8.4604], [-1.3690, 1.4702, 8.9236], [-0.5116, -0.5271, 9.1796], [-1.7796, 1.7283, 4.1163], [-1.9081, 2.0848, 6.5373], [-0.2231, -1.8698, 7.1967], [-0.1212, -2.2130, 4.7392]], "atomic_forces_ev_per_a": [[-0.320, 0.263, 1.369], [-1.514, -0.129, 0.611], [-2.950, -2.735, 0.148], [-0.115, -0.063, 0.310], [1.649, 0.622, -1.145], [0.127, 0.822, -0.232], [2.895, -0.226, -2.508], [-0.088, 0.397, -0.566], [-0.272, 0.938, 0.830], [-2.143, 0.692, -0.398], [0.143, -0.279, 0.287], [0.654, 0.582, -0.627], [-0.038, -0.075, 0.719], [-0.236, 0.035, 0.039], [-0.454, 0.173, 0.269], [0.204, -0.290, 0.329], [-0.668, 0.081, 0.577], [0.831, 0.144, -0.503], [0.320, 0.189, -0.134], [-0.231, 0.037, -0.053], [0.042, -0.022, -0.224], [0.040, -0.436, -0.686], [0.981, -0.543, 1.029], [-0.110, -0.006, -0.112], [-0.213, -0.204, -0.176], [0.541, 0.515, 0.565], [-1.034, -1.057, 1.436], [-1.001, 0.616, 0.299], [2.052, -0.856, 0.100], [0.766, -0.358, -0.649], [-0.444, 0.302, 0.141], [-0.003, 0.058, 0.608], [0.167, -0.044, -0.192], [0.327, -0.271, -0.811], [-0.608, -0.462, -0.314], [0.794, 0.770, 0.114], [-1.932, 0.751, 0.315], [-0.054, -0.716, 0.494], [-0.655, 0.116, -0.727], [1.112, 0.464, 0.608], [-0.443, 0.848, -0.411], [0.268, 0.873, -0.549], [-0.472, 0.325, -0.487], [-0.276, 0.335, -0.060], [0.330, -0.002, -0.172], [-0.359, 0.115, 0.172], [0.227, -0.597, -0.072], [1.502, 0.179, -0.734], [-1.308, -0.445, 0.153], [-0.099, 0.583, -0.022], [0.609, -0.469, -0.250], [-0.201, -1.512, -0.066], [-0.245, 2.047, -0.195], [-0.040, 0.432, 0.705], [-0.475, 0.546, 0.667], [-0.392, -0.268, -0.211], [-0.095, -0.281, 0.252], [0.041, 0.260, 0.033], [0.225, 0.004, -0.354], [-0.016, 0.167, -0.265], [0.709, -0.440, 0.411], [-0.468, -0.725, -0.101], [0.279, -0.546, 0.245], [0.273, 0.062, 0.232], [0.112, -0.109, -0.304], [0.770, -0.093, -0.336], [0.241, -0.191, 0.235], [0.127, -0.047, 0.001], [0.170, -0.100, 0.189], [-0.179, -0.722, 0.195], [0.651, 0.155, -0.411], [-0.152, 0.055, 0.538], [-0.194, -0.248, 0.083], [0.017, -0.116, -0.190], [0.165, 0.062, 0.127], [-0.633, 1.708, 0.930], [0.430, -0.259, -1.020], [0.088, -1.439, 0.691], [0.408, -0.103, 0.279], [0.285, -0.643, 0.047], [-0.113, -0.263, 0.331], [0.639, -0.896, -2.586], [-0.015, 0.085, -0.236], [-0.586, 0.940, 0.225], [-0.149, 0.580, 2.966], [0.598, -1.696, -0.948], [-0.678, 1.317, -1.139], [0.137, -0.217, 0.131], [0.080, -0.035, 0.252], [-0.263, 0.576, -0.182], [-0.093, 0.417, 0.070]], "multiplicity": 3, "homo_ev": [-5.47, -7.93], "s_squared": 2.0180, "e_above_lowest_kj_mol": 518.3, "max_force_ev_per_a": 4.0, "orbital_gap_ev": [5.18, 7.28]}


| no. | electronic energy (eV) |
| --- | --- |
| 1 | -92436.692 |
| 2 | -75943.880 |